62
Properties=species:S:1:pos:R:3:forces:R:3:mulliken_charge:R:1 method="wB97M-V/def2-TZVPD" energy_ev=-34095.94193 homo_energy_ev=-11.3 total_charge=+1 e_above_lowest_kj_mol=14.33 homo_lumo_gap_ev=6.2
C 7.14964 -2.32939 0.66967 -0.2 -0.1 0.2 -0.831
O 6.17654 -2.87811 1.58562 -0.7 0.6 -0.3 -0.430
C 4.93398 -2.33043 1.56712 0.3 0.1 -0.2 0.982
C 3.97579 -2.87098 2.46250 0.3 0.1 -0.3 -0.793
C 2.69337 -2.36418 2.47286 -0.1 0.1 -0.2 -0.433
C 2.34741 -1.26269 1.65162 -0.1 0.1 0.1 -0.279
C 0.99416 -0.70765 1.62607 -0.1 0.3 0.1 0.256
C -0.10956 -1.58501 1.56236 -0.2 -0.1 0.1 -0.886
C -1.43621 -1.19182 1.61676 0.6 -0.2 0.5 -0.051
C -2.55665 -2.08798 1.55572 -0.6 -0.5 -0.1 0.659
C -3.87230 -1.55591 1.56308 0.5 -0.1 0.0 -0.427
C -4.97662 -2.38937 1.45388 0.0 -0.2 0.0 -0.622
C -4.80002 -3.77920 1.35351 0.3 0.4 0.0 -0.352
C -3.50849 -4.32526 1.36622 0.2 0.2 0.1 -0.734
C -2.39541 -3.49586 1.47526 -0.3 0.2 -0.1 -0.351
C 0.81848 0.74688 1.64765 0.1 0.0 -0.2 -0.069
C 1.53436 1.53486 2.58875 0.1 -0.3 -0.2 -0.177
C 1.37248 2.89968 2.65315 -0.3 0.3 -0.4 -0.871
C 0.51469 3.54027 1.72372 -0.2 0.2 -0.1 0.849
O 0.40044 4.88998 1.81935 -0.2 -0.9 -0.4 -0.446
C -0.46827 5.54433 0.86921 0.2 -0.1 0.2 -0.809
C -0.17928 2.77892 0.75282 0.1 0.3 0.3 -0.258
C -0.04739 1.39971 0.74758 0.0 0.0 0.1 -0.769
C 3.32122 -0.72401 0.78241 -0.3 0.2 0.2 -0.572
C 4.58814 -1.26429 0.70210 0.2 -0.4 0.4 -0.401
H 8.05768 -2.89195 0.87228 0.0 0.1 -0.1 0.245
H 6.83586 -2.47245 -0.37250 0.1 -0.1 0.2 0.349
H 7.31351 -1.26004 0.85613 0.0 -0.3 0.1 0.352
H 4.27448 -3.68803 3.11776 -0.1 0.2 -0.2 0.438
H 1.93955 -2.77899 3.14598 0.3 0.1 -0.2 0.506
H 0.13575 -2.64892 1.49298 -0.1 0.4 -0.1 0.595
H -1.66459 -0.13691 1.78143 0.1 -0.3 -0.1 0.631
H -3.98366 -0.47305 1.65066 -0.1 -0.3 -0.1 0.370
H -5.97754 -1.95694 1.44744 0.3 -0.2 0.0 0.388
H -5.66688 -4.43249 1.27027 0.2 0.2 0.0 0.396
H -3.36511 -5.40411 1.29062 -0.1 0.3 0.0 0.388
H -1.39212 -3.92215 1.49499 -0.4 0.0 0.0 0.339
H 2.19937 1.03437 3.29611 -0.2 0.2 -0.2 0.513
H 1.89662 3.50505 3.39143 -0.2 -0.2 -0.2 0.453
H -0.41098 6.59833 1.12950 -0.1 -0.1 -0.1 0.252
H -0.11970 5.38664 -0.15954 0.0 0.1 0.2 0.347
H -1.50033 5.18354 0.96477 0.2 0.1 0.1 0.340
H -0.82834 3.26990 0.02323 0.3 -0.3 0.3 0.507
H -0.60074 0.81792 0.00772 0.3 0.2 0.1 0.535
H 3.05313 0.10063 0.11993 0.0 -0.2 0.2 0.447
H 5.31145 -0.86033 -0.00840 -0.3 -0.2 0.3 0.400
C -2.05786 2.77283 -5.96363 0.0 0.0 0.0 -1.290
C -2.13976 2.41399 -4.48482 0.0 0.0 0.2 -0.311
C -1.99658 0.91943 -4.20745 0.0 -0.2 0.1 -0.641
C -2.06478 0.57306 -2.71816 -0.1 0.3 0.1 -0.131
N -1.93943 -0.85196 -2.46217 0.1 -0.4 -0.2 -0.556
H -2.16163 3.85232 -6.09401 0.0 -0.1 -0.1 0.371
H -1.09610 2.47550 -6.39145 -0.1 0.0 0.0 0.326
H -2.85544 2.28884 -6.53448 0.1 0.0 0.0 0.316
H -1.35366 2.95112 -3.94099 -0.1 0.0 0.0 0.268
H -3.09916 2.75887 -4.08183 0.1 0.0 0.0 0.309
H -2.79678 0.38235 -4.73419 0.2 0.0 0.1 0.320
H -1.03422 0.57627 -4.61221 -0.1 -0.1 0.0 0.371
H -1.28732 1.14544 -2.17771 -0.2 0.2 -0.2 0.028
H -3.04847 0.87674 -2.33498 0.2 0.1 0.0 0.246
H -1.08555 -1.21888 -2.87262 -0.1 0.0 0.2 0.261
H -1.96119 -1.07838 -1.47107 0.1 0.1 -0.3 0.135